Formula: C59H111Cl21O26
Source: OMol25
Level of theory: ωB97M-V/def2-TZVPD

Atoms and positions in Å:
O (2.5295, 0.9025, -6.0015)
C (2.6262, 0.4241, -4.9115)
O (3.6447, 0.6603, -4.0713)
C (4.4343, 1.8144, -4.4184)
C (5.2347, 2.0581, -3.1134)
C (1.6109, -0.5173, -4.3072)
H (3.7498, 2.6212, -4.5850)
H (5.0445, 1.4854, -5.3205)
H (5.8165, 2.9832, -3.1222)
H (6.0399, 1.2282, -3.0156)
H (4.6331, 1.9611, -2.2189)
H (2.1145, -1.3664, -3.8716)
H (0.8738, -0.7946, -5.0576)
H (1.0730, 0.0105, -3.5474)
O (-1.2210, 4.5178, 1.2716)
C (-0.0992, 4.1779, 1.6121)
O (0.9642, 4.3764, 0.8560)
C (0.7402, 4.9250, -0.5216)
C (2.0116, 5.4335, -1.0826)
C (0.2508, 3.7041, 3.0001)
H (0.0468, 5.7506, -0.5117)
H (0.3506, 4.1591, -1.1112)
H (2.8018, 4.6400, -1.0279)
H (2.2744, 6.2858, -0.5284)
H (1.9290, 5.6867, -2.1639)
H (0.5993, 4.5572, 3.6326)
H (1.0424, 2.9474, 2.9149)
H (-0.5563, 3.1952, 3.5446)
O (-1.1194, -3.5273, 4.7902)
C (-2.0774, -4.2267, 4.8165)
O (-2.2632, -5.2419, 3.9335)
C (-1.1381, -5.5037, 3.0867)
C (-1.1750, -4.6110, 1.7895)
C (-3.2961, -4.0726, 5.8139)
H (-1.0466, -6.5365, 2.8573)
H (-0.2661, -5.2673, 3.6553)
H (-2.1208, -4.6364, 1.2332)
H (-0.3745, -4.8724, 1.0708)
H (-1.0146, -3.5842, 2.1143)
H (-3.0605, -4.6380, 6.7704)
H (-4.1923, -4.5047, 5.3285)
H (-3.4594, -3.0078, 6.0871)
O (-3.7434, -2.8470, -5.8255)
C (-3.6274, -3.9979, -6.2129)
O (-2.4463, -4.6714, -6.1898)
C (-1.2887, -4.0105, -5.6309)
C (-0.7510, -4.9060, -4.5655)
C (-4.6990, -4.8071, -6.8794)
H (-1.4945, -3.0180, -5.2982)
H (-0.5492, -3.9290, -6.4933)
H (-0.5781, -5.9321, -4.9142)
H (-1.4362, -5.0102, -3.7274)
H (0.2293, -4.5634, -4.2289)
H (-4.4998, -4.5502, -7.9095)
H (-5.7520, -4.5344, -6.6514)
H (-4.5807, -5.8948, -6.7718)
O (5.2313, -0.1530, -0.2945)
C (5.8451, -0.8255, -1.1069)
O (7.1774, -0.8216, -1.3020)
C (7.8816, 0.1291, -0.4538)
C (8.2624, -0.5277, 0.8153)
C (5.1150, -1.6948, -2.0607)
H (7.2812, 0.9855, -0.3011)
H (8.7848, 0.3069, -1.0857)
H (8.9002, 0.1979, 1.3530)
H (8.8349, -1.4392, 0.5958)
H (7.4525, -0.6571, 1.5054)
H (4.2951, -1.1627, -2.5366)
H (4.6731, -2.4517, -1.4280)
H (5.8351, -2.1954, -2.6837)
O (3.1142, 1.8361, 1.8671)
C (3.2187, 2.0434, 0.6509)
O (4.0491, 2.9250, 0.1274)
C (4.9201, 3.6075, 1.1046)
C (5.8852, 4.3947, 0.2364)
C (2.4359, 1.3013, -0.3896)
H (5.4340, 2.8826, 1.7120)
H (4.2461, 4.2693, 1.7023)
H (6.7009, 4.8722, 0.7718)
H (5.2927, 5.2015, -0.2247)
H (6.3166, 3.7793, -0.6277)
H (2.2041, 1.8891, -1.3100)
H (1.5222, 0.8711, 0.0212)
H (3.0396, 0.4809, -0.7387)
O (-8.2993, 3.0385, -1.7582)
C (-9.1484, 2.1846, -1.5272)
O (-8.7922, 1.0145, -0.9870)
C (-7.3523, 0.8591, -0.8039)
C (-6.8136, 1.6849, 0.3897)
C (-10.6073, 2.4273, -1.7461)
H (-6.8248, 1.0000, -1.7186)
H (-7.2816, -0.1716, -0.4840)
H (-7.0444, 1.3090, 1.3978)
H (-7.0770, 2.7364, 0.2339)
H (-5.7277, 1.6274, 0.1576)
H (-10.5153, 3.1282, -2.5327)
H (-11.0900, 2.7502, -0.8221)
H (-11.1180, 1.5248, -2.1025)
O (-8.5487, 0.2700, -3.9044)
C (-7.6231, -0.3393, -4.3836)
O (-6.5828, 0.2983, -4.9365)
C (-6.6967, 1.7366, -4.9695)
C (-7.4519, 2.2064, -6.2189)
C (-7.3592, -1.8285, -4.4467)
H (-5.6851, 2.1088, -5.0316)
H (-7.1953, 2.1941, -4.0942)
H (-8.4588, 1.8249, -6.2015)
H (-6.9587, 1.9516, -7.1690)
H (-7.4761, 3.2945, -6.1573)
H (-8.1837, -2.2404, -5.0990)
H (-7.5215, -2.3299, -3.4622)
H (-6.4173, -1.9523, -4.9460)
O (4.3725, -0.1788, 6.6610)
C (4.6375, 0.3440, 5.6438)
O (5.7386, -0.0397, 4.9287)
C (6.5856, -1.0132, 5.4935)
C (7.8640, -1.0869, 4.6310)
C (3.7846, 1.3253, 4.9181)
H (6.0942, -2.0552, 5.4947)
H (6.8523, -0.7312, 6.4832)
H (7.5649, -1.3998, 3.5988)
H (8.6241, -1.8313, 4.9527)
H (8.4448, -0.1726, 4.5263)
H (4.4032, 2.0482, 4.3873)
H (3.0901, 1.7677, 5.6132)
H (3.1493, 0.8985, 4.1218)
O (-0.7690, 7.1673, 4.6081)
C (-1.9787, 7.2606, 4.5143)
O (-2.6114, 8.1003, 5.2955)
C (-1.6394, 9.1011, 5.8594)
C (-2.4341, 10.2695, 6.3569)
C (-2.9445, 6.5395, 3.5799)
H (-0.9656, 9.2954, 5.0254)
H (-1.0873, 8.6656, 6.7045)
H (-2.9906, 9.9067, 7.2473)
H (-3.1868, 10.7706, 5.6814)
H (-1.7542, 11.0228, 6.6607)
H (-3.9181, 6.8886, 3.7984)
H (-3.0122, 5.4964, 3.8151)
H (-2.6316, 6.5647, 2.5077)
O (5.3586, -4.1193, 3.1460)
C (5.0838, -3.3239, 2.2669)
O (5.6130, -3.5183, 1.0064)
C (6.3408, -4.6733, 0.7538)
C (7.0049, -4.5605, -0.6207)
C (4.1643, -2.1324, 2.3435)
H (5.6946, -5.5500, 0.8310)
H (7.0423, -4.7450, 1.5986)
H (7.3947, -3.5805, -0.7061)
H (6.2610, -4.5788, -1.4232)
H (7.7379, -5.3531, -0.8113)
H (3.4287, -2.3708, 3.0829)
H (3.7816, -1.9663, 1.2961)
H (4.6381, -1.2101, 2.6369)
O (3.5249, -4.4849, -1.1566)
C (2.3620, -4.3159, -0.9133)
O (1.4936, -5.3054, -0.8768)
C (1.9731, -6.6577, -1.0678)
C (0.7904, -7.5513, -0.6857)
C (1.7872, -2.9615, -0.7295)
H (2.8389, -6.7863, -0.4027)
H (2.1875, -6.8693, -2.1324)
H (1.0844, -8.6227, -0.7214)
H (-0.0167, -7.3877, -1.4117)
H (0.4163, -7.3420, 0.3164)
H (1.4650, -2.9609, 0.3441)
H (0.8605, -2.7237, -1.2035)
H (2.4831, -2.1045, -0.7390)
O (-0.6189, -1.2216, 1.0144)
C (-0.6757, -0.4764, 2.0055)
O (-1.5146, 0.5822, 2.1219)
C (-2.3214, 0.9105, 1.0111)
C (-1.5367, 1.5250, -0.1574)
C (0.2104, -0.5858, 3.1780)
H (-3.0235, 1.6722, 1.4126)
H (-2.9342, 0.0438, 0.7280)
H (-0.9227, 2.3469, 0.1005)
H (-2.2047, 1.7579, -1.0076)
H (-0.8325, 0.7586, -0.3919)
H (-0.3052, -0.1144, 4.0178)
H (1.1767, -0.0113, 3.0497)
H (0.4808, -1.6178, 3.3935)
C (-3.6555, -2.3129, -1.9437)
Cl (-1.9798, -1.8400, -1.8373)
Cl (-4.6723, -1.0742, -1.2977)
Cl (-3.8179, -3.7521, -0.9275)
H (-4.0461, -2.5324, -2.8802)
C (2.7366, -5.4172, 4.2567)
Cl (2.4360, -7.0813, 4.6414)
Cl (1.9373, -4.2870, 5.4114)
Cl (2.1833, -5.1234, 2.5959)
H (3.8592, -5.2762, 4.2970)
C (-5.3088, 5.1235, -1.7018)
Cl (-4.6847, 4.6319, -0.1418)
Cl (-4.5773, 4.2083, -3.0935)
Cl (-5.0980, 6.8728, -1.9197)
H (-6.3426, 4.8789, -1.8207)
C (1.0720, 3.7257, -5.6740)
Cl (0.3403, 2.8976, -4.3121)
Cl (2.2422, 4.9031, -5.0269)
Cl (-0.1831, 4.4868, -6.6351)
H (1.5527, 2.9865, -6.2526)
C (-3.1164, 0.0718, -6.1439)
Cl (-3.1414, 0.9759, -4.6191)
Cl (-1.4841, -0.1329, -6.5354)
Cl (-4.0230, 0.8579, -7.4550)
H (-3.5946, -0.8657, -5.9484)
C (-5.3102, -1.1839, 3.3449)
Cl (-4.2849, -2.4094, 2.6731)
Cl (-4.7293, -0.5034, 4.8411)
Cl (-6.9897, -1.7736, 3.5920)
H (-5.4261, -0.3279, 2.6702)
C (-0.3728, -1.3592, 6.5827)
Cl (-1.4033, -0.0045, 6.6639)
Cl (-0.6616, -2.5721, 7.7994)
Cl (1.3164, -0.9753, 6.5334)
H (-0.6647, -1.8316, 5.6910)

LUMO level (eV): 0.3